Density functional theory data (ωB97M-V/def2-TZVPD) for a structure of composition C6H9BrOS at a distorted geometry.

Calculated values
Max |F|, eV/Å: 1.91
HOMO energy, Eh: -0.293
ΔE to the lowest compared entry with this formula, charge and spin, kcal per mole: 112.8

Structure (ORCA input):
```
! RIJCOSX wB97M-V def2-TZVPD def2/J DEFGRID3
* xyz 0 1
C -0.26 -0.04 -0.65
C 0.66 -0.58 -1.23
C 3.04 0.32 -2.42
C 2.79 -1.95 -0.77
C -2.57 1.02 1.86
C -1.43 0.17 1.33
O -1.29 0.45 -0.06
S 2.14 -1.01 -2.06
Br 4.44 -2.80 -1.25
H 3.02 0.62 -3.44
H 3.97 0.37 -1.89
H 2.07 -2.70 -0.45
H -2.35 2.07 1.72
H -3.49 0.78 1.32
H -2.72 0.82 2.92
H -1.64 -0.90 1.46
H -0.49 0.40 1.85
H 1.41 -1.33 -3.26
*
```